{
  "formula": "C27H65AgCl6O17P4",
  "method": "ωB97M-V with the def2-TZVPD basis set",
  "symbols": ["Ag", "Cl", "Cl", "Cl", "Cl", "Cl", "Cl", "P", "P", "P", "P", "O", "O", "O", "O", "O", "O", "O", "O", "O", "O", "O", "O", "O", "O", "O", "O", "O", "C", "C", "C", "C", "C", "C", "C", "C", "C", "C", "C", "C", "C", "C", "C", "C", "C", "C", "C", "C", "C", "C", "C", "C", "C", "C", "C", "H", "H", "H", "H", "H", "H", "H", "H", "H", "H", "H", "H", "H", "H", "H", "H", "H", "H", "H", "H", "H", "H", "H", "H", "H", "H", "H", "H", "H", "H", "H", "H", "H", "H", "H", "H", "H", "H", "H", "H", "H", "H", "H", "H", "H", "H", "H", "H", "H", "H", "H", "H", "H", "H", "H", "H", "H", "H", "H", "H", "H", "H", "H", "H", "H"],
  "xyz": [[-12.8574, -2.3351, 0.2107], [-21.1547, 5.1013, 6.0541], [-14.7702, 0.0405, 8.7998], [-12.0710, -0.3357, 7.6806], [-20.5250, 4.7128, 8.8863], [-13.3555, -2.4239, 9.2819], [-22.7683, 3.3774, 7.6223], [-28.7996, 0.6125, 2.3542], [-14.2765, 2.3162, -4.6105], [-16.7988, -5.7094, -3.9450], [-10.4112, 4.3737, 2.4317], [-27.9222, -0.7774, 2.2903], [-10.8652, 2.9994, 2.0804], [-17.7989, -4.5853, -4.6228], [-16.6991, -1.1729, 2.7642], [-15.4545, 3.3875, -4.2814], [-10.8780, 4.9410, 3.8532], [-12.9039, 3.1869, -4.8106], [-30.2178, 0.5097, 1.8842], [-8.7617, 4.5192, 2.5173], [-10.8673, 5.5582, 1.4019], [-15.9387, -5.1802, -2.8260], [-14.1110, 1.2700, -3.5244], [-15.8853, -6.1674, -5.1654], [-28.5912, 1.0986, 3.8840], [-17.7069, -7.0384, -3.6470], [-14.6758, 1.7738, -6.0876], [-27.8687, 1.6182, 1.5091], [-11.4686, 4.9432, -5.7549], [-12.8815, 4.3631, -5.6115], [-19.3480, -8.0957, -2.2184], [-12.9201, 6.1957, 4.0703], [-29.5471, 0.6736, 4.8843], [-13.8319, 0.8482, -6.7674], [-26.7651, 2.5120, -0.5382], [-13.8999, -7.1839, -5.9114], [-10.0772, 6.7309, 1.4374], [-15.4136, 3.9779, -2.9775], [-15.1672, -7.3505, -4.9328], [-30.8014, 1.5628, 4.7887], [-11.0218, 7.8768, 1.0081], [-12.2067, 4.9596, 4.4007], [-18.0028, -0.7675, 3.0148], [-26.5982, -0.9003, 2.7362], [-14.6577, 0.3445, -7.9050], [-7.6978, 4.4288, 4.6743], [-18.3408, -3.6043, -3.8089], [-19.4804, -4.1855, -2.8507], [-27.8826, 1.5849, 0.0710], [-8.0021, 3.6617, 3.3926], [-16.8522, 4.4586, -2.6886], [-26.0415, -2.2331, 2.3230], [-17.9308, -7.4452, -2.2914], [-21.0520, 3.9765, 7.4046], [-13.6229, -1.1373, 8.0873], [-25.8555, 2.2916, 0.0204], [-17.4610, 3.5802, -2.4744], [-17.9307, -6.5455, -1.6760], [-20.3833, -4.4264, -3.4119], [-11.8032, 8.0003, 1.7580], [-26.6032, 2.2336, -1.5796], [-12.9146, 1.2318, -7.2141], [-29.7669, -0.3853, 4.7485], [-18.6968, -2.7837, -4.4318], [-25.9845, -0.1268, 2.2747], [-13.3450, 4.1871, -6.5822], [-25.9698, -2.4315, 1.2536], [-30.5620, 2.6236, 4.8627], [-26.6276, -3.0270, 2.7860], [-15.7326, -8.2306, -5.2393], [-12.7563, 4.0352, 4.2229], [-10.6421, 8.8808, 0.8187], [-13.1580, 6.1583, 3.0072], [-29.0479, 0.6650, 5.8533], [-17.2771, 4.9126, -3.5839], [-13.4529, 5.1296, -5.0880], [-14.1010, -1.5459, 7.1971], [-13.5034, -0.0146, -6.1879], [-31.3168, 1.4955, 3.8305], [-14.0154, -0.3598, -8.4337], [-28.8483, 1.7918, -0.3903], [-19.5924, -8.3831, -1.1958], [-31.5429, 1.3392, 5.5558], [-12.3335, 7.0753, 4.3352], [-19.1712, -5.0961, -2.3375], [-20.3819, 3.1516, 7.1627], [-26.6132, -0.6797, 3.8036], [-19.6735, -3.4327, -2.0864], [-20.1290, -7.4283, -2.5830], [-17.9641, 0.1265, 3.6372], [-9.3658, 6.6392, 0.6167], [-19.4308, -9.0343, -2.7664], [-11.4738, 5.9754, -6.1050], [-14.2311, -6.8903, -6.9075], [-27.7398, 0.5415, -0.2101], [-13.1628, -7.9798, -5.8049], [-17.6535, -3.0799, -3.1450], [-26.9584, 3.5761, -0.4019], [-14.8829, 1.2373, -8.4883], [-16.9224, 5.1387, -1.8397], [-8.6251, 4.9203, 4.9687], [-12.1160, 4.9144, 5.4860], [-14.6831, 4.7858, -2.9355], [-13.4028, -6.2822, -5.5538], [-15.2144, 3.1772, -2.2652], [-25.1269, -2.3329, 2.9075], [-8.5917, 2.7832, 3.6548], [-6.9452, 5.1823, 4.4422], [-18.5330, -0.2744, 2.2000], [-18.5859, -1.4721, 3.6078], [-7.3635, 3.7669, 5.4731], [-9.6595, 7.0070, 2.4057], [-15.5885, -0.1672, -7.6602], [-13.7595, 6.4192, 4.7287], [-10.8405, 4.9136, -4.8646], [-10.9821, 4.3800, -6.5513], [-11.4871, 7.5762, 0.0694], [-7.0812, 3.3434, 2.9039], [-14.7591, -7.4296, -3.9252], [-17.0641, -8.0349, -1.9927]],
  "gap_ev": 4.883,
  "s_squared": 0.75,
  "homo_energy_ev": -11.555,
  "spin_multiplicity": 2,
  "total_charge": 1,
  "energy_ha": -6620.29179
}



{
  "formula": "C22H29F3N2NiPS2",
  "method": "ωB97M-V with the def2-TZVPD basis set",
  "symbols": ["Ni", "S", "S", "P", "F", "F", "F", "N", "N", "C", "C", "C", "C", "C", "C", "C", "C", "C", "C", "C", "C", "C", "C", "C", "C", "C", "C", "C", "C", "C", "C", "H", "H", "H", "H", "H", "H", "H", "H", "H", "H", "H", "H", "H", "H", "H", "H", "H", "H", "H", "H", "H", "H", "H", "H", "H", "H", "H", "H", "H"],
  "xyz": [[0.6184, -0.1886, -0.7116], [2.7426, 3.5525, -2.2376], [1.5305, -1.1814, -2.5735], [-1.4390, 0.4014, 0.2101], [2.8275, -5.5178, -3.0342], [3.6828, -3.5307, -2.9424], [1.9416, -3.9117, -4.1792], [0.4678, -2.3009, -0.4922], [1.7014, 1.5400, -1.0579], [1.2700, -4.8948, -0.9621], [-1.2173, -0.1763, 1.9561], [-2.1333, 2.1189, 0.1929], [1.5630, 2.3298, -2.0740], [0.4795, -4.5973, 0.1426], [0.1145, -3.2898, 0.3426], [-0.3134, 0.8016, 2.7208], [2.5275, -4.2089, -3.0129], [3.2836, 1.2057, 0.8286], [2.8300, 1.8735, -0.3103], [3.5285, 2.9744, -0.8062], [4.6818, 3.4435, -0.1780], [-2.7004, -0.6933, -0.6009], [-2.4639, -0.5608, 2.7526], [1.6383, -3.8929, -1.8358], [1.2021, -2.5804, -1.5944], [-4.1684, -0.3645, -0.3293], [-2.4654, -0.7201, -2.1197], [-3.1705, 2.4151, 1.2832], [5.1140, 2.7794, 0.9501], [4.4219, 1.6657, 1.4496], [-1.0429, 3.1961, 0.2192], [-4.7893, -1.0896, -0.8583], [-3.0988, -1.4803, -2.5803], [5.2236, 4.2991, -0.5639], [1.5943, -5.9105, -1.1477], [-4.4371, -0.4102, 0.7238], [4.7972, 1.1608, 2.3297], [-3.0492, 0.3109, 3.0439], [-0.4974, -3.0201, 1.1946], [0.0228, 0.3471, 3.6548], [-0.4798, 3.1741, 1.1555], [0.7606, 2.2240, -2.7949], [-1.4364, -0.9444, -2.3875], [-2.6288, 2.1619, -0.7836], [0.5778, 1.0751, 2.1456], [-0.6351, -1.0871, 1.8037], [-0.3375, 3.0906, -0.6007], [-2.4828, -1.6889, -0.2003], [-2.1588, -1.0726, 3.6697], [-3.9512, 1.6643, 1.3571], [6.0079, 3.1210, 1.4562], [-3.1083, -1.2444, 2.1991], [-1.5080, 4.1808, 0.1380], [2.7473, 0.3397, 1.1999], [-2.6908, 2.5152, 2.2588], [0.1611, -5.3645, 0.8336], [-2.7332, 0.2438, -2.5676], [-0.8407, 1.7224, 2.9750], [-4.4313, 0.6232, -0.7121], [-3.6509, 3.3711, 1.0615]],
  "gap_ev": [8.574, 7.262],
  "s_squared": 2.01,
  "homo_energy_ev": [-11.200, -11.218],
  "spin_multiplicity": 3,
  "total_charge": 1,
  "energy_ha": -3910.73326
}



{
  "formula": "C14H25NO6",
  "method": "ωB97M-V with the def2-TZVPD basis set",
  "symbols": ["O", "O", "O", "O", "O", "O", "N", "C", "C", "C", "C", "C", "C", "C", "C", "C", "C", "C", "C", "C", "C", "H", "H", "H", "H", "H", "H", "H", "H", "H", "H", "H", "H", "H", "H", "H", "H", "H", "H", "H", "H", "H", "H", "H", "H", "H"],
  "xyz": [[-1.4061, 5.1122, -0.3128], [-0.8420, -3.6057, 0.2511], [-0.4244, 2.3807, -1.8051], [-3.4053, 4.3784, -0.8130], [3.8469, 1.1499, -0.9499], [-2.1811, 1.0699, -1.7005], [-2.1686, 3.2500, 0.8787], [-1.4963, 1.9887, 0.4124], [2.4367, 0.8640, -1.1057], [2.0959, -0.3968, -0.2255], [-1.3485, 1.8244, -1.1435], [-0.1298, 1.8953, 1.1665], [-2.3576, -4.5730, -1.2924], [0.6204, -0.4614, 0.2797], [-1.3601, -3.4472, -1.0785], [3.4392, 2.8558, 0.8585], [-2.8846, -4.7934, 0.1144], [-1.6406, -4.5560, 0.9558], [-2.3272, 4.3011, -0.1270], [4.0950, 2.4762, -0.5172], [0.3002, 0.4409, 1.5208], [2.2865, 0.5528, -2.1704], [2.8608, -0.4615, 0.5840], [2.2788, -1.2891, -0.8805], [2.5653, 3.5154, 0.6311], [1.7639, 1.7340, -0.9483], [-1.8459, -2.4685, -1.1364], [-3.0609, 3.0478, 1.3167], [0.4426, -1.5174, 0.6065], [-0.2716, 2.4373, 2.1372], [-1.0528, -5.4761, 1.0665], [-0.4353, -0.0887, 2.1727], [-0.0406, -0.2996, -0.6000], [-3.1312, -4.3229, -2.0183], [-1.8742, -4.1710, 1.9508], [3.0390, 1.9919, 1.4233], [3.8732, 3.2435, -1.3034], [1.2523, 0.5215, 2.1130], [-0.5392, -3.4694, -1.7965], [5.2049, 2.5429, -0.3627], [-2.1454, 1.1509, 0.7739], [-3.3235, -5.7803, 0.2715], [-3.6428, -4.0412, 0.3479], [4.1217, 3.4949, 1.4701], [-1.8395, -5.4729, -1.6404], [0.6515, 2.4717, 0.6251]],
  "gap_ev": 4.382,
  "homo_energy_ev": -0.076,
  "total_charge": -2,
  "energy_ha": -1054.59454
}